(1)
DFT (ωB97M-V/def2-TZVPD) results for a gas-phase ion, C9H20N3 (charge +1) in a non-equilibrium geometry.

```
32
Properties=species:S:1:pos:R:3
C 1.62967 -0.59481 1.04741
C 1.85888 -0.15010 -0.41014
C -1.00527 -0.87071 0.80682
C -0.42487 -0.34327 -1.52007
C 0.19753 -0.01149 1.22073
C 0.57360 0.59702 -0.86621
C 0.10346 1.27045 0.41453
C -1.16088 2.06990 0.29258
C 1.16568 2.24159 0.89240
N -2.11335 -1.87614 -1.06772
N 0.07550 -2.38756 -0.60517
N -0.89995 -1.42840 -0.60309
H 1.60611 -1.69892 1.07795
H 1.99975 -0.05456 1.90057
H 2.70783 0.41635 -0.58738
H 2.05018 -1.00289 -1.02466
H -1.08900 -1.78034 1.37499
H -1.97413 -0.30624 0.99266
H -1.38499 0.30969 -1.75302
H -0.13352 -0.83926 -2.48885
H -0.07516 0.04969 2.33996
H 0.76923 1.33989 -1.67539
H -0.97083 2.90412 -0.50862
H -1.64187 2.59746 1.10890
H -2.07393 1.49808 -0.14122
H 1.68992 2.50041 0.02398
H 1.63845 2.02336 1.85394
H 0.73879 3.20840 1.09314
H -1.99408 -2.58341 -1.80521
H -2.72835 -2.23289 -0.34260
H 0.00455 -3.03734 0.18365
H 0.15435 -2.93156 -1.47690
```

Summary:
**Structure (SMILES)**: CC1(C)[C@@H]2CC[C@H]1C[N+](N)(N)C2
**Relative energy (zero: lowest compared OMol25 entry of this formula, charge and spin)**: 277.8 kJ/mol
**Net charge**: +1
**Highest occupied orbital energy**: -14.23 eV
**Orbital gap**: 11.4 eV
**Maximum force**: 4.25 eV/A
**Energy**: -518.82851 Ha

***

(2)
DFT (ωB97M-V/def2-TZVPD) results for 3 unconnected molecules or ions with the total composition C9H20N3O3PS3 in a non-equilibrium geometry.

```
39
Properties=species:S:1:pos:R:3
N 2.41750 6.30931 0.04687
C 2.43904 5.43699 -0.94033
O 2.14659 4.90036 -2.31125
P 1.85352 3.19550 -2.10519
C 0.01288 2.87690 -2.62660
C -0.99618 4.11954 -2.23544
C -1.12007 4.37121 -0.59465
N -2.03118 3.37658 0.09943
N 1.94299 2.67547 -0.40181
C 2.79388 1.56366 -0.35928
S 4.23044 0.60608 -0.25265
H 0.01482 2.79669 -3.79469
H -0.33762 1.83954 -2.19861
H -2.09700 3.92425 -2.60698
H -0.52272 5.11012 -2.70123
H -0.05729 4.44022 -0.07098
H -1.62650 5.44342 -0.48241
H -2.16724 2.50885 -0.50151
H -1.55103 3.09948 1.00812
C 2.54141 -0.89716 2.65243
S 1.92592 -2.03859 1.39110
O 0.70187 -1.42084 0.78216
C 1.37243 -3.31312 2.54920
H 2.90868 0.00405 2.15566
H 1.73517 -0.62875 3.33930
H 3.36129 -1.36676 3.20089
H 0.63844 -2.89538 3.24250
H 2.23092 -3.70287 3.10113
H 0.91146 -4.12387 1.97954
C -1.80919 -3.94707 -1.01654
S -2.54949 -4.11809 0.62522
O -1.42977 -4.16294 1.62269
C -3.13460 -5.81328 0.38868
H -1.34209 -2.96176 -1.08588
H -1.05035 -4.71871 -1.16680
H -2.58740 -4.03220 -1.77857
H -2.29382 -6.46960 0.15151
H -3.86898 -5.83677 -0.41983
H -3.60671 -6.15046 1.31481
```

Summary:
**Highest occupied orbital energy**: -8.81 eV
**Orbital gap**: 7.6 eV
**Maximum force**: 11.90 eV/A
**Energy**: -2280.52529 Ha

***

(3)
DFT (ωB97M-V/def2-TZVPD) results for a molecular structure, C9H20N4O7Ti in a non-equilibrium geometry.

```
41
Properties=species:S:1:pos:R:3
Ti 0.21519 -1.11688 0.06488
C 2.88622 -1.59578 0.57890
O 4.04593 -1.96455 0.80700
O 2.34383 -0.65867 1.04770
O 2.35029 -2.43441 -0.14156
O -1.67755 -2.67897 0.51876
C -2.84332 -2.85211 0.79530
N -3.60429 -1.97789 1.30709
C -3.55356 -4.17472 0.44846
H -4.57093 -2.18139 1.09662
H -3.17379 -1.08540 1.50260
H -3.04228 -4.77600 -0.30330
H -4.45956 -3.94755 -0.11337
H -3.70147 -4.71854 1.38146
O -0.97601 0.30914 1.31995
C -0.58126 0.88529 2.28493
N 0.42256 0.44021 3.03646
C -1.19842 2.26531 2.68888
H 0.75444 0.69477 3.95578
H 1.03103 -0.28544 2.68532
H -1.85547 2.05628 3.53309
H -1.75188 2.79105 1.91082
H -0.59567 3.06793 3.11387
O -0.08938 -0.42105 -2.25642
C 0.63916 -0.17803 -3.24269
N 1.90339 -0.31092 -3.13936
C 0.02040 0.12781 -4.60208
H 2.06429 -0.65720 -2.20431
H 2.51964 -0.30012 -3.93949
H -0.34962 1.14477 -4.47179
H -0.74926 -0.59892 -4.86208
H 0.77045 -0.06010 -5.37033
O 1.50862 3.70234 -1.41142
C 1.90824 3.04414 -0.45720
N 2.29123 1.80720 -0.66298
C 1.73868 3.41548 0.95275
H 2.04836 1.59211 -1.61946
H 2.20911 1.10119 0.05458
H 2.07321 4.45203 0.99449
H 2.35889 2.83789 1.63818
H 0.67051 3.23961 1.08002
```

Summary:
**Relative energy (zero: lowest compared OMol25 entry of this formula, charge and spin)**: 29.3 kJ/mol
**Highest occupied orbital energy (alpha / beta)**: -4.12 / -9.14 eV
**Orbital gap (alpha / beta)**: 4.4 / 8.0 eV
**Maximum force**: 6.97 eV/A
**Energy**: -1950.05860 Ha
**2S+1**: 5
**Expectation value of S²**: 6.008

***

(4)
DFT (ωB97M-V/def2-TZVPD) results for 3 unconnected molecules or ions with the total composition C9H20NO6.

```
36
Properties=species:S:1:pos:R:3
C 3.48525 -2.53285 2.66992
C 2.37382 -2.83111 2.02257
N 1.06849 -2.69782 2.70561
C 0.50309 -1.29988 2.55264
H 3.57588 -2.61538 3.74724
H 4.35680 -2.19955 2.12559
H 2.32990 -3.20863 1.01205
H 1.16328 -2.93158 3.69625
H 0.40284 -3.34390 2.27744
H -0.19330 -1.11768 3.36479
H 0.00869 -1.23649 1.58894
H 1.32781 -0.59828 2.58007
C 2.76330 -0.94026 -0.87309
O 2.78538 -0.29617 -2.13608
C 1.73755 0.51207 -2.34328
O 0.82292 0.65833 -1.56664
O 1.87816 1.09749 -3.51375
C 0.81554 1.99891 -3.87517
H 3.64672 -1.57322 -0.83320
H 2.80123 -0.20134 -0.07098
H 1.86123 -1.54663 -0.77268
H 0.74523 2.80699 -3.15071
H -0.12943 1.46310 -3.93021
H 1.08723 2.38700 -4.85047
C -5.25967 3.08129 -0.56536
O -4.67287 1.77583 -0.68305
C -3.44163 1.68068 -0.20193
O -2.80000 2.56231 0.30841
O -3.01813 0.42050 -0.37294
C -1.68962 0.19678 0.09467
H -6.25067 2.99397 -0.99794
H -5.32763 3.37356 0.48026
H -4.67041 3.81260 -1.11420
H -1.63277 0.39378 1.16803
H -0.96818 0.81023 -0.43486
H -1.48601 -0.85466 -0.10790
```

Summary:
**Net charge**: +1
**Highest occupied orbital energy**: -12.89 eV
**Orbital gap**: 9.2 eV
**Maximum force**: 0.94 eV/A
**Energy**: -860.82970 Ha

***

(5)
DFT (ωB97M-V/def2-TZVPD) results for a gas-phase ion, C9H20OP (charge +1) in a non-equilibrium geometry.

```
31
Properties=species:S:1:pos:R:3
C 0.71963 -0.09969 1.36790
C 0.38443 -3.27205 1.20311
C -0.86856 -0.89180 -2.05230
C -0.16663 3.21164 -1.64690
C -1.50042 2.01384 1.24655
C 1.64928 -1.12044 0.79411
C 1.65579 -2.44671 1.63390
C -1.39976 -0.26704 -0.80394
C 0.66728 2.16903 -0.93595
O 0.53188 0.15395 2.51660
P -0.45422 0.91014 0.16080
H 0.38550 -3.26558 0.06394
H -0.49541 -2.78684 1.64382
H 0.48395 -4.17557 1.80325
H -0.88061 -1.96736 -2.10923
H -1.33035 -0.58555 -2.99462
H 0.16953 -0.65365 -2.26283
H -0.81492 2.63986 -2.29650
H -0.79219 3.79561 -1.07912
H 0.28180 3.89544 -2.23230
H -2.48048 2.44528 0.73105
H -0.72998 2.89344 1.36500
H -1.75481 1.50949 2.27274
H 1.45813 -1.34945 -0.28324
H 2.76033 -0.81334 1.01819
H 1.46142 -2.16757 2.69717
H 2.66898 -3.00875 1.43549
H -1.78728 -1.03123 -0.09057
H -2.40250 0.29255 -1.16742
H 1.51190 2.51979 -0.28671
H 1.06829 1.45255 -1.71198
```

Summary:
**Relative energy (zero: lowest compared OMol25 entry of this formula, charge and spin)**: 45.2 kJ/mol
**Net charge**: +1
**Highest occupied orbital energy**: -13.77 eV
**Orbital gap**: 10.2 eV
**Maximum force**: 3.99 eV/A
**Energy**: -771.19572 Ha

***

(6)
DFT (ωB97M-V/def2-TZVPD) results for a single C9H20OSi molecule in a non-equilibrium geometry.

```
31
Properties=species:S:1:pos:R:3
C 1.55820 1.22943 -1.10164
C 0.41364 0.63349 -0.26709
C -1.29966 1.06716 -1.87229
C -0.95504 2.58798 0.25617
C -1.94250 0.28618 0.53117
C 0.31920 -1.27470 2.15931
C 2.73693 -1.19991 0.43218
C 0.14584 -2.53937 -0.60365
C -1.01934 1.11206 -0.37544
O 1.55503 0.19915 -2.01650
Si 0.85576 -1.02961 0.33888
H 1.37752 2.21205 -1.37883
H 2.49501 1.27047 -0.64824
H -1.88088 2.00187 -2.30314
H -1.80372 0.12517 -2.05951
H -0.48425 0.93592 -2.48943
H -0.61615 3.20006 -0.61391
H -1.99180 2.87777 0.52612
H -0.27798 2.66495 0.97861
H -2.85327 0.88003 0.54864
H -1.58243 0.25228 1.45488
H -1.92464 -0.69924 0.11857
H -0.29216 -2.03539 2.21082
H 1.09887 -1.59742 2.75299
H -0.05119 -0.35821 2.68930
H 3.18913 -1.43757 -0.44628
H 3.22295 -0.33873 0.65158
H 3.01341 -1.98024 1.19394
H 0.13518 -3.33497 0.00871
H -0.73693 -2.33294 -0.97986
H 0.79338 -2.70230 -1.53664
```

Summary:
**Relative energy (zero: lowest compared OMol25 entry of this formula, charge and spin)**: 504.7 kJ/mol
**Highest occupied orbital energy (alpha / beta)**: -9.38 / -8.95 eV
**Orbital gap (alpha / beta)**: 8.6 / 8.1 eV
**Maximum force**: 6.31 eV/A
**Energy**: -719.47273 Ha

***

What is the formula in the fifth record? C9H20OP

***

Which value of energy does entry 5 give? -771.19572 Ha

***

The lowest energy belongs to which entry? C9H20N3O3PS3